1.
{"formula": "CH6N2O", "method": "ωB97M-V/def2-TZVPD", "species": ["O", "H", "N", "H", "H", "H", "H", "C", "H", "N"], "positions_angstrom": [[-1.6639, 0.4567, -0.5372], [2.1790, -2.2764, -2.2232], [-1.6608, 1.1423, 1.6159], [2.0115, -0.6530, -1.5667], [-1.1043, 1.5567, 2.3349], [2.1117, -2.0054, -0.4441], [-0.3878, 1.8428, 0.0777], [-1.2011, 1.1547, 0.3434], [-2.3721, 0.4470, 1.8095], [2.0878, -1.6653, -1.4103]], "forces_ev_per_angstrom": [[0.094, -0.255, -0.155], [-0.046, -0.202, 0.105], [0.325, -0.123, -0.724], [-0.082, -0.181, 0.004], [-0.152, 0.147, 0.403], [-0.040, -0.186, -0.205], [0.099, 0.292, 0.605], [-0.391, -0.330, -0.346], [0.180, 0.246, 0.248], [0.014, 0.592, 0.066]], "mulliken_spin": [0.0130, -0.0194, 0.0126, -0.0193, -0.0006, -0.0198, -0.0004, -0.0030, -0.0006, 1.0374], "charge": 1, "spin_multiplicity": 2, "e_above_lowest_ev": 0.424}



2.
{"formula": "C31H22F3N7OPtS3", "method": "ωB97M-V/def2-TZVPD", "species": ["H", "C", "C", "C", "N", "C", "C", "N", "H", "H", "H", "H", "C", "C", "H", "C", "H", "N", "H", "C", "C", "C", "S", "N", "H", "C", "H", "C", "H", "C", "H", "C", "F", "H", "F", "C", "N", "H", "C", "F", "S", "C", "C", "C", "C", "S", "C", "N", "C", "C", "H", "H", "O", "H", "H", "C", "H", "C", "C", "C", "N", "H", "C", "H", "Pt", "C", "C", "H"], "positions_angstrom": [[-6.3725, -2.2051, -2.9694], [5.8383, 2.7821, 1.3029], [-7.9242, -3.4837, -1.1271], [3.9679, 1.4281, 1.0771], [-0.1216, 1.1725, -0.6717], [-5.8032, -3.3630, 0.1595], [0.6350, -3.8307, 0.2879], [-2.6327, 0.9640, 0.8162], [3.5649, -4.6931, -0.5177], [-4.0026, -1.5530, -2.7283], [-5.6663, 1.9144, 1.8634], [1.1705, 3.7568, -1.8914], [2.7630, 0.5397, 1.3555], [-6.4879, -3.0783, -1.0164], [1.7550, 1.2666, -1.6911], [-0.4671, 2.1917, 2.9716], [6.2876, 3.3251, -0.7744], [-0.5719, 3.3544, -0.8950], [-0.3938, -3.8516, 0.5982], [2.4547, -2.9260, -0.4896], [-2.4413, -1.9449, -0.5958], [0.3853, 3.2179, 2.6922], [4.2507, -1.7790, 1.8955], [1.2167, -2.6605, -0.1410], [2.4228, 3.4175, 1.8371], [5.6781, 2.8135, -0.0471], [5.0268, -3.2145, 3.7186], [-2.3083, 2.1102, 0.2393], [-4.1045, -0.0497, 1.8364], [-1.3182, -1.5100, -0.4510], [3.1567, -2.1953, -0.8482], [3.0361, -0.5124, 3.7345], [-8.6869, -2.8988, -0.1778], [-6.3107, -3.8708, 0.9702], [-8.0864, -4.8147, -0.9679], [-3.1782, 3.2009, 0.2430], [0.6019, 3.0463, -1.4639], [-1.4563, 2.2435, 3.3978], [3.7318, -1.5754, 4.3795], [-8.4647, -3.1629, -2.3144], [4.3408, 1.8614, -0.5426], [1.5515, -4.8261, 0.1767], [3.2067, -0.4984, 2.3832], [1.6650, 1.4077, 1.9836], [0.8741, 1.7567, -1.3236], [0.2036, 0.6858, 2.5320], [-3.8300, 0.8946, 1.3804], [2.6899, -4.2392, -0.3268], [-3.8041, -2.3410, -0.7469], [4.4321, -2.3410, 3.5045], [4.8077, 1.8099, 3.0145], [2.4366, 0.2192, 4.2556], [2.3862, -0.0262, 0.1198], [1.4921, -5.8767, 0.3933], [-2.8971, 4.1319, -0.2327], [-0.9938, 2.2080, -0.4168], [3.7006, -1.7600, 5.4435], [-4.6933, 1.9804, 1.3913], [-5.8396, -2.4277, -2.0554], [1.6084, 2.7652, 2.1200], [-4.3664, 3.1394, 0.8264], [6.6322, 3.3011, 1.8207], [-4.4773, -2.9988, 0.2925], [0.1540, 4.2565, 2.8819], [0.4772, -0.7910, -0.1663], [4.8562, 1.9791, 1.9476], [-4.5109, -2.0629, -1.9212], [-3.9420, -3.2171, 1.2073]], "forces_ev_per_angstrom": [[-0.002, -0.001, 0.003], [0.019, 0.007, 0.013], [-0.036, -0.009, 0.004], [0.066, -0.015, -0.018], [0.660, 0.237, 0.265], [0.021, -0.001, 0.009], [0.019, -0.046, -0.106], [0.039, -0.055, 0.033], [-0.006, -0.023, 0.013], [0.002, -0.005, 0.000], [0.001, 0.010, -0.002], [-0.015, 0.018, 0.010], [-0.088, 0.105, -0.164], [0.035, 0.018, -0.011], [0.086, 0.013, 0.061], [0.161, 0.123, -0.051], [-0.002, -0.003, -0.006], [-0.118, 0.075, 0.023], [0.018, -0.015, 0.041], [-0.099, -0.180, -0.167], [0.062, 0.003, -0.063], [-0.061, -0.016, -0.006], [-0.005, 0.002, 0.042], [0.097, 0.333, 0.549], [-0.012, -0.001, -0.007], [-0.049, -0.018, -0.016], [0.005, 0.003, -0.019], [-0.037, -0.062, 0.087], [-0.005, -0.004, 0.000], [0.108, -0.030, -0.115], [0.051, -0.001, 0.033], [-0.012, 0.015, 0.005], [0.008, -0.004, -0.009], [-0.003, 0.001, -0.004], [0.003, 0.012, -0.002], [0.047, 0.017, -0.031], [0.115, -0.029, -0.047], [-0.005, 0.008, 0.005], [-0.023, 0.024, 0.017], [0.004, -0.002, 0.007], [-0.020, 0.000, 0.025], [-0.072, -0.025, -0.004], [0.036, -0.080, -0.117], [-0.038, -0.082, -0.232], [-0.241, 0.067, -0.194], [-0.030, -0.078, 0.305], [0.005, 0.007, 0.001], [0.057, 0.109, -0.031], [-0.099, -0.034, 0.045], [0.004, 0.001, -0.049], [0.008, 0.005, 0.001], [0.004, -0.007, 0.017], [0.180, 0.012, 0.522], [0.004, 0.002, 0.005], [-0.008, -0.006, 0.004], [-0.054, -0.287, -0.060], [-0.001, 0.006, 0.001], [0.001, -0.033, -0.008], [-0.034, -0.007, 0.006], [0.028, -0.039, 0.029], [-0.026, 0.024, 0.001], [-0.001, -0.005, 0.009], [-0.009, -0.005, -0.013], [0.006, -0.003, 0.000], [-0.806, -0.074, -0.644], [-0.001, 0.025, -0.005], [0.054, 0.007, 0.018], [0.003, 0.000, -0.005]], "nbo_charge": [0.2280, -0.2514, 0.9758, -0.1842, -0.4847, -0.1860, -0.0606, -0.3496, 0.4279, 0.2226, 0.2014, 0.4266, 0.1451, -0.1768, 0.2607, -0.4361, 0.2340, -0.2581, 0.2510, 0.2228, -0.1399, -0.2560, 0.4337, -0.4473, 0.2337, -0.4383, 0.2334, 0.0997, 0.2063, -0.2389, 0.2494, -0.2630, -0.3293, 0.2218, -0.3285, 0.0353, -0.3297, 0.2388, -0.2568, -0.3244, 0.4463, -0.0978, -0.1933, -0.2134, 0.2401, 0.4891, -0.0031, -0.4997, -0.1181, -0.4211, 0.2331, 0.2357, -0.8936, 0.2300, 0.2140, 0.3154, 0.2234, -0.0056, -0.1705, -0.2737, -0.3771, 0.2223, -0.1547, 0.2235, 0.7936, -0.2671, -0.1978, 0.2114], "e_above_lowest_ev": 0.160}



3.
{"formula": "C20H36Cl16INO3Si", "method": "ωB97M-V/def2-TZVPD", "species": ["H", "H", "O", "H", "H", "Cl", "H", "H", "H", "C", "C", "C", "Cl", "Cl", "H", "H", "I", "H", "C", "C", "Si", "N", "C", "C", "Cl", "C", "Cl", "C", "H", "H", "Cl", "Cl", "H", "Cl", "H", "Cl", "H", "H", "C", "H", "H", "H", "C", "C", "H", "O", "H", "H", "Cl", "C", "H", "H", "H", "H", "H", "Cl", "C", "H", "C", "H", "C", "H", "C", "Cl", "Cl", "C", "Cl", "H", "O", "H", "H", "C", "Cl", "Cl", "H", "H", "H", "C"], "positions_angstrom": [[-0.6328, 2.1413, -5.4034], [-2.2049, 1.8244, -4.7088], [2.6924, -1.3823, 0.2908], [3.7126, -3.1601, 0.6282], [3.7081, -0.1313, 1.6107], [5.6500, 2.3503, -9.0668], [0.5112, 2.1287, -1.0158], [0.0498, -1.1940, 1.7589], [-1.9990, -0.0365, 1.5357], [-0.9140, -1.5131, -2.9127], [-0.9372, 0.0926, -4.8765], [-0.8864, -1.5725, 2.1787], [-3.5421, -3.6974, 10.7947], [5.4922, -0.1956, -7.7190], [-1.0664, 1.5043, -2.4413], [1.8260, 1.0986, 0.7728], [-4.1272, -1.6643, -1.3375], [1.2068, 3.0406, -3.5863], [2.6826, 0.9840, 0.1139], [-1.8024, -0.7627, -3.9045], [-1.7995, -2.4243, -1.5209], [-1.7884, -0.4488, 2.4409], [-4.2277, -5.2938, 10.4772], [-1.1492, 1.5823, -4.6222], [-3.5306, -4.6368, 6.2536], [-2.1647, 1.5608, 3.8141], [-4.8843, -2.3398, 7.3589], [2.9128, 5.2499, -5.6935], [1.3755, 1.2757, -3.6726], [-1.2412, -3.5175, 1.3693], [-3.0183, -6.3047, 9.6796], [-2.0014, -2.4594, 7.3714], [-1.8083, -3.8708, -1.8262], [-3.4145, -2.1019, 4.8856], [-1.3689, 3.2170, 2.7615], [-5.6430, -5.1263, 9.4342], [-2.5333, 0.2277, 5.1389], [-0.9761, 3.0794, -3.1447], [2.1973, 0.8966, -1.3237], [-0.5567, 0.1525, 4.0183], [-0.3113, -0.7623, -2.4088], [-0.4284, 1.1726, 2.5812], [-3.4603, -2.8854, 6.4702], [1.3634, 2.1234, -1.6847], [-0.2151, -2.1691, -3.4212], [-0.9192, -2.1117, -0.1488], [3.0445, 0.8054, -1.9998], [2.0707, -3.0558, 1.2585], [5.2708, 2.2562, -6.2125], [2.9884, -2.4957, 1.0995], [1.5830, 0.0094, -1.4078], [3.3919, -2.2099, 2.0690], [0.1046, -0.1179, -4.6740], [-2.3983, -1.4639, -4.4756], [-2.5526, -2.3541, 1.1506], [3.5251, 4.2866, -4.3372], [-1.1172, 0.6123, 3.2154], [3.2925, 1.8774, 0.2437], [-0.6327, 2.0560, -3.2720], [1.9804, 2.9998, -1.5159], [0.8964, 2.0986, -3.1562], [-2.5519, 3.6738, 3.9959], [6.0551, 1.4737, -7.5859], [7.8065, 1.4889, -7.3546], [4.0933, 5.2694, -7.0041], [-1.7388, 3.0007, 3.7582], [1.4012, 4.5418, -6.2715], [-2.4396, -0.0657, -3.3811], [-2.4121, 1.1920, 5.1715], [-3.0855, 1.4293, 3.2457], [-1.1623, -0.1518, -5.9049], [3.4704, -0.2251, 0.5516], [2.6180, 6.9012, -5.1423], [-4.7056, -6.0447, 12.0034], [4.3993, -0.2996, -0.0191], [-0.6316, -2.1065, 3.0894], [-0.9198, 3.1625, 4.4498], [-1.4720, -2.4847, 1.1128]], "forces_ev_per_angstrom": [[0.038, 0.181, -0.095], [-0.250, 0.019, -0.069], [-0.211, 0.110, 0.457], [0.159, -0.057, -0.147], [0.089, -0.181, 0.209], [-0.003, 0.006, -0.005], [-0.252, 0.347, 0.213], [0.372, -0.119, 0.027], [-0.280, -0.135, 0.006], [-0.708, 0.328, 0.641], [-0.540, 0.085, 0.819], [0.192, 0.499, -0.642], [0.003, -0.001, -0.011], [0.003, 0.011, -0.004], [-0.113, -0.341, 0.054], [-0.242, -0.002, 0.165], [0.082, -0.055, 0.132], [0.217, -0.038, -0.539], [0.068, -0.038, -0.205], [1.079, 0.100, -0.700], [1.041, 0.110, -0.655], [0.364, -0.021, 0.392], [-0.013, 0.016, 0.007], [0.227, -0.153, -0.211], [-0.003, 0.005, 0.002], [0.245, -0.329, 0.143], [0.048, 0.052, -0.054], [-0.017, 0.031, -0.024], [0.109, -0.139, -0.245], [0.083, -0.216, -0.327], [-0.006, 0.005, -0.005], [-0.002, -0.002, 0.001], [-0.271, -0.053, 0.249], [0.049, -0.015, -0.123], [-0.058, 0.192, -0.217], [0.000, -0.082, 0.044], [-0.120, 0.408, 0.312], [-0.170, 0.203, 0.201], [-0.195, 0.424, 0.443], [0.230, -0.068, 0.257], [0.288, 0.104, 0.218], [0.301, 0.035, -0.045], [-0.037, 0.004, 0.037], [0.495, -0.727, -0.645], [0.044, -0.279, -0.099], [-1.065, -0.234, -0.314], [0.152, -0.092, -0.170], [-0.136, -0.048, -0.027], [0.099, -0.234, -0.011], [0.047, -0.106, -0.130], [-0.066, -0.334, -0.224], [-0.010, 0.158, 0.201], [0.365, -0.246, -0.269], [-0.383, -0.077, -0.018], [-0.192, -0.114, -0.219], [0.077, 0.120, -0.016], [-0.729, 0.019, -0.514], [0.164, 0.112, 0.050], [0.236, 0.280, -0.253], [-0.058, 0.340, 0.234], [-0.572, 0.385, 0.919], [-0.142, 0.142, 0.114], [0.001, -0.018, 0.030], [-0.008, -0.001, -0.004], [-0.082, 0.142, 0.021], [0.201, -0.079, 0.057], [0.006, -0.015, 0.001], [-0.492, -0.093, 0.226], [-0.099, -0.336, -0.197], [-0.163, -0.005, -0.187], [0.041, -0.061, -0.324], [-0.075, -0.145, -0.398], [-0.009, -0.008, 0.014], [0.001, 0.004, -0.003], [0.262, 0.072, 0.036], [-0.289, -0.030, 0.282], [0.160, 0.116, 0.212], [0.419, 0.160, 0.919]], "lowdin_charge": [0.0939, 0.1102, -0.1961, 0.0845, 0.1155, 0.5169, 0.1050, 0.1089, 0.1115, -0.3045, -0.1945, -0.2219, 0.5147, 0.5248, 0.1001, 0.1064, 0.5156, 0.0389, -0.1865, -0.2932, 0.1651, -0.0630, -2.0561, -0.2150, 0.5172, -0.4377, 0.5194, -2.0362, 0.1027, 0.1189, 0.5140, 0.5255, -0.0197, 0.5751, 0.0755, 0.5049, 0.0089, 0.1136, -0.2080, 0.1238, 0.0517, 0.1101, -2.0347, -0.1958, 0.0839, -0.2943, 0.1212, 0.0784, 0.4820, -0.1069, 0.0974, 0.0821, 0.0900, 0.0986, 0.0595, 0.5223, -0.1797, 0.1189, -0.2073, 0.1020, -0.2070, 0.0788, -2.0518, 0.5253, 0.5117, -0.0489, 0.5403, 0.0499, -0.0614, 0.1354, 0.1035, -0.2367, 0.5343, 0.5244, 0.1251, 0.1113, 0.0859, -0.2789], "smiles": "COCCCCCCCCCC[Si@H](I)OCCNC[C@H](C)O.ClC(Cl)(Cl)Cl.ClC(Cl)(Cl)Cl.ClC(Cl)(Cl)Cl.ClC(Cl)(Cl)Cl", "e_above_lowest_ev": 0.355}